#one
17
Properties=species:S:1:pos:R:3 method="wB97M-V/def2-TZVPD" total_charge=0 multiplicity=1 e_homo_ev=-9.4 orbital_gap_ev=9.9441
S -2.544 -0.885 -0.715
O -2.034 -2.072 -1.384
O -2.205 0.367 -1.441
O -0.964 -0.809 0.543
N 0.217 -0.054 0.327
C 0.679 -0.419 -1.035
C 1.198 -0.260 1.360
C -0.131 1.457 0.344
H -0.877 1.749 1.102
H 0.591 -0.206 2.211
H 0.831 1.837 0.538
H -0.538 1.897 -0.548
H 0.463 -1.473 -1.123
H 1.339 -1.308 1.236
H 2.013 0.376 1.392
H 1.708 -0.455 -1.108
H 0.253 0.258 -1.696



#two
17
Properties=species:S:1:pos:R:3 method="wB97M-V/def2-TZVPD" smiles="CCS(=O)(=O)N(C)O" total_charge=0 multiplicity=1 e_homo_ev=-9.3 orbital_gap_ev=9.9325
S 0.645 -0.136 -0.128
O 2.001 0.058 -0.671
O -1.762 -0.787 -0.865
O 0.492 -1.173 0.791
N -0.629 -0.711 -1.607
C -0.156 1.367 0.503
C 0.329 1.498 1.951
C 0.079 -1.810 -2.129
H 0.120 2.554 2.301
H 0.297 2.190 -0.105
H -1.231 1.241 0.285
H 1.495 1.407 1.942
H -1.818 -1.452 -0.085
H 0.003 -1.888 -3.242
H -0.379 -2.756 -1.730
H -0.160 0.714 2.595
H 1.076 -1.663 -1.938



Which of them is most stable, and which least? Most stable: #one; least stable: #two.



#one
10
Properties=species:S:1:pos:R:3 method="wB97M-V/def2-TZVPD" total_charge=0 multiplicity=1 e_homo_ev=-9.5 orbital_gap_ev=7.9420
Si 0.224 -0.511 -0.618
O -0.981 -1.036 0.227
O -2.936 0.176 -0.656
N -2.629 -0.358 0.312
C 1.109 0.708 0.580
H 1.029 0.162 1.618
H 1.181 -1.725 -0.291
H 2.165 0.846 0.331
H 0.551 1.677 0.518
H 0.285 0.061 -2.021



#two
10
Properties=species:S:1:pos:R:3 method="wB97M-V/def2-TZVPD" smiles="C=[N+]([O-])O[SiH3]" total_charge=0 multiplicity=1 e_homo_ev=-9.2 orbital_gap_ev=9.6240
Si 0.933 -0.018 -1.190
O -0.327 0.245 -0.179
O 0.842 -0.742 1.305
N -0.201 -0.194 1.095
C -1.258 -0.012 1.998
H 2.157 0.806 -0.795
H 1.109 -1.372 -1.348
H 0.111 0.080 -2.351
H -2.258 0.190 1.551
H -1.199 -0.738 2.809



Which of them is most stable, and which least? Most stable: #one; least stable: #two.



#one
57
Properties=species:S:1:pos:R:3 method="wB97M-V/def2-TZVPD" smiles="COC(=O)[C@@H]1[C@@H](c2ccccc2)[C@H](C(=O)N2CCN(C)CC2)[C@H]1c1ccccc1" total_charge=0 multiplicity=1 e_homo_ev=-8.5 orbital_gap_ev=9.2045
O -0.024 0.688 -3.670
O -0.582 2.784 0.362
O -1.990 -0.352 -3.958
N 3.523 1.625 2.888
N 0.927 1.617 1.551
C 1.580 2.836 1.997
C -1.798 0.566 -0.876
C -5.449 0.982 -0.020
C 0.367 -2.570 0.128
C 1.575 0.384 1.946
C -0.113 1.709 0.692
C -3.545 -1.019 0.009
C 2.376 -3.872 -0.031
C -4.158 1.246 -0.442
C 2.962 -2.863 -0.776
C -1.065 -0.434 -1.810
C -2.017 0.088 -5.309
C -0.934 0.033 -3.232
C 2.253 -1.711 -1.063
C -0.657 0.401 0.151
C 3.089 2.649 1.944
C 1.075 -3.723 0.418
C 2.475 0.654 3.155
C -3.190 0.249 -0.437
C -4.835 -1.286 0.429
C 4.782 1.038 2.488
C 0.201 -0.293 -0.938
C 0.947 -1.545 -0.610
C -5.792 -0.286 0.415
H 1.264 3.091 3.014
H 3.370 2.386 0.911
H 4.726 0.492 1.533
H 2.929 -4.771 0.197
H -2.813 -1.814 0.026
H -1.760 1.580 -1.282
H -0.648 -2.472 0.484
H 3.590 3.588 2.201
H 3.974 -2.974 -1.135
H 2.712 -0.928 -1.650
H -3.892 2.239 -0.774
H -1.512 -1.427 -1.792
H 1.859 1.030 3.979
H -5.095 -2.279 0.770
H 1.263 3.638 1.327
H -6.800 -0.495 0.744
H 2.930 -0.283 3.481
H -0.931 -0.267 0.969
H 5.122 0.355 3.265
H -2.959 -0.260 -5.724
H 5.517 1.835 2.385
H 0.871 0.430 -1.412
H -1.175 -0.335 -5.861
H 0.608 -4.508 0.994
H 0.830 -0.371 2.212
H -1.954 1.177 -5.354
H -6.189 1.769 -0.031
H 2.179 -0.018 1.123



#two
57
Properties=species:S:1:pos:R:3 method="wB97M-V/def2-TZVPD" smiles="Cc1c(C(=O)N(Cc2ccc(N(C)C)cc2)C[C@H]2CCCO2)oc2ccccc12" total_charge=0 multiplicity=1 e_homo_ev=-7.4 orbital_gap_ev=8.2245
O 3.879 0.968 -0.314
O -0.765 -2.300 -0.855
O 1.799 -2.433 1.457
N -2.956 2.576 0.263
N 2.012 -1.346 -0.507
C -0.882 -1.027 2.622
C -4.164 2.636 -0.525
C 1.282 -1.921 0.474
C -0.642 1.881 0.441
C -4.388 -2.084 -1.273
C -4.691 -1.582 -0.005
C 6.161 0.414 -0.479
C 1.465 -0.530 -1.583
C -0.193 -1.897 0.318
C 5.552 -0.417 0.648
C 4.044 -0.248 0.411
C 0.431 1.146 -0.011
C -2.387 -1.635 0.580
C -2.097 -2.132 -0.706
C 3.452 -1.426 -0.386
C 0.325 0.350 -1.146
C -3.706 -1.359 0.932
C -3.089 -2.373 -1.643
C -1.948 1.115 -1.407
C -0.864 0.388 -1.858
C -1.879 1.846 -0.219
C 5.140 1.543 -0.598
C -1.123 -1.515 1.240
C -3.227 2.596 1.683
H -0.961 -0.187 -2.768
H 2.284 0.103 -1.935
H -2.321 2.434 2.256
H -5.722 -1.370 0.240
H 1.370 1.182 0.521
H -3.951 1.818 1.957
H -5.188 -2.247 -1.979
H 5.355 2.335 0.134
H -1.567 -1.510 3.317
H -1.045 0.050 2.672
H 6.199 -0.164 -1.404
H 1.137 -1.177 -2.406
H -3.926 2.938 -1.544
H 5.093 1.989 -1.594
H -0.514 2.502 1.315
H -4.817 3.392 -0.090
H 5.854 -1.460 0.621
H 3.890 -1.460 -1.385
H -2.862 1.073 -1.976
H 0.140 -1.247 2.918
H 7.159 0.781 -0.250
H 5.827 0.004 1.615
H -3.644 3.567 1.959
H -4.705 1.680 -0.548
H 3.489 -0.173 1.354
H 3.679 -2.350 0.153
H -3.943 -0.977 1.914
H -2.850 -2.760 -2.620



Which of them is most stable, and which least? Most stable: #one; least stable: #two.



#one
9
Properties=species:S:1:pos:R:3 method="wB97M-V/def2-TZVPD" smiles=Clc1[nH]n2c1[C@@H]2Cl total_charge=0 multiplicity=1 e_homo_ev=-8.8 orbital_gap_ev=8.9367
Cl -2.859 -0.641 0.177
Cl 2.705 -0.937 0.220
N 0.780 0.843 -0.420
N -0.530 0.363 -0.743
C 1.133 -0.385 0.047
C -0.149 -0.935 -0.187
C -1.193 -0.212 0.477
H 1.302 1.561 -0.950
H -1.188 0.343 1.380



#two
9
Properties=species:S:1:pos:R:3 method="wB97M-V/def2-TZVPD" smiles=Clc1nc[nH]c1Cl total_charge=0 multiplicity=1 e_homo_ev=-8.9 orbital_gap_ev=9.5505
Cl 2.092 -1.806 0.713
Cl 1.521 0.284 -2.072
N -0.601 0.685 -0.458
N -0.270 -0.631 1.297
C 0.762 -0.763 0.414
C 0.588 0.026 -0.674
C -1.077 0.244 0.740
H -1.981 0.629 1.148
H -1.034 1.332 -1.107



#three
9
Properties=species:S:1:pos:R:3 method="wB97M-V/def2-TZVPD" total_charge=0 multiplicity=1 e_homo_ev="-9.0 / -9.0" orbital_gap_ev="8.2144 / 8.2150"
Cl 1.381 1.236 1.397
Cl -0.267 -1.373 1.692
N 2.427 -0.244 -1.490
N -1.784 -0.639 -0.391
C 0.578 0.936 -0.145
C 1.515 0.287 -0.968
C -0.794 -0.774 0.310
H -2.785 -0.973 -0.087
H -0.270 1.545 -0.318



Which of them is most stable, and which least? Most stable: #two; least stable: #one.